{"formula": "C31H91N5O12", "method": "the ωB97M-V functional and the def2-TZVPD basis", "e_above_lowest_ev": 3.346, "homo_lumo_gap_ha": 0.336, "total_charge": 0, "species": ["C", "C", "C", "O", "H", "H", "H", "H", "H", "H", "H", "H", "C", "C", "C", "O", "H", "H", "H", "H", "H", "H", "H", "H", "C", "C", "C", "O", "C", "N", "H", "H", "H", "H", "H", "H", "H", "H", "H", "H", "H", "C", "C", "C", "O", "C", "N", "H", "H", "H", "H", "H", "H", "H", "H", "H", "H", "H", "C", "C", "C", "O", "C", "N", "H", "H", "H", "H", "H", "H", "H", "H", "H", "H", "H", "C", "C", "C", "O", "C", "N", "H", "H", "H", "H", "H", "H", "H", "H", "H", "H", "H", "C", "C", "C", "O", "C", "N", "H", "H", "H", "H", "H", "H", "H", "H", "H", "H", "H", "C", "O", "H", "H", "H", "H", "C", "O", "H", "H", "H", "H", "C", "O", "H", "H", "H", "H", "C", "O", "H", "H", "H", "H", "C", "O", "H", "H", "H", "H"], "coordinates": [[-9.9887, -17.9865, 22.1576], [-11.4654, -18.2292, 22.4751], [-11.9360, -19.6118, 22.0050], [-11.6667, -17.9234, 23.8213], [-9.6460, -16.9772, 22.3857], [-9.8292, -18.1579, 21.0931], [-9.3219, -18.5893, 22.7742], [-12.0154, -17.4714, 21.9170], [-13.0163, -19.7494, 21.9597], [-11.4549, -20.3510, 22.6455], [-11.6249, -19.8656, 20.9916], [-11.2342, -18.5606, 24.3945], [-14.1018, -22.1200, 18.1515], [-15.4917, -22.1591, 18.7033], [-15.6149, -21.3052, 19.9580], [-16.3585, -21.6521, 17.7528], [-13.8045, -21.1496, 17.7541], [-13.9465, -22.8868, 17.3926], [-13.4476, -22.4025, 18.9764], [-15.8351, -23.1644, 18.9474], [-16.5963, -20.8912, 20.1896], [-14.9953, -20.4112, 19.8872], [-15.2198, -21.8373, 20.8233], [-16.2201, -20.7022, 17.7498], [-7.2644, -17.9858, 17.1033], [-8.3430, -19.0620, 17.4436], [-8.4381, -19.1950, 18.9689], [-7.1653, -19.7442, 19.3628], [-6.9780, -19.7070, 20.8014], [-9.6032, -18.8193, 16.7800], [-7.2292, -17.7864, 16.0323], [-6.2604, -18.3277, 17.3544], [-7.5569, -17.0881, 17.6480], [-8.0826, -20.0548, 17.0768], [-9.1998, -19.9440, 19.1856], [-8.6090, -18.2759, 19.5294], [-7.1261, -18.7023, 21.1974], [-5.9904, -20.0586, 21.1001], [-7.6722, -20.3890, 21.2922], [-9.4901, -18.5538, 15.8121], [-9.9890, -17.9960, 17.2198], [-16.6289, -17.7760, 21.9326], [-15.1476, -17.2423, 22.0783], [-14.9369, -15.7191, 21.5445], [-15.4794, -15.5317, 20.2481], [-15.2080, -14.2406, 19.7016], [-14.7073, -17.4042, 23.4812], [-16.7107, -18.8471, 22.1173], [-17.0022, -17.5843, 20.9266], [-17.3000, -17.2067, 22.5757], [-14.4450, -17.8122, 21.4704], [-13.8823, -15.4437, 21.5408], [-15.4951, -14.9916, 22.1339], [-15.9052, -13.5277, 20.1417], [-15.5483, -14.1702, 18.6685], [-14.1814, -13.9173, 19.8740], [-13.7271, -17.1691, 23.5445], [-14.6806, -18.4030, 23.6287], [-14.0530, -8.8689, 14.6851], [-12.5919, -8.6659, 15.0593], [-11.9783, -9.8557, 15.8411], [-12.5697, -10.0781, 17.0753], [-12.1348, -11.2869, 17.6473], [-11.8467, -8.3553, 13.8704], [-14.3477, -9.7142, 14.0632], [-14.5197, -8.0236, 14.1793], [-14.6391, -8.9638, 15.5992], [-12.4894, -7.7454, 15.6340], [-10.9161, -9.6325, 15.9409], [-11.9757, -10.7756, 15.2564], [-12.5783, -11.3290, 18.6420], [-11.0734, -11.4928, 17.7855], [-12.4788, -12.1711, 17.1107], [-10.9050, -8.1832, 14.1925], [-12.2408, -7.4746, 13.5720], [-14.2104, -12.8687, 14.0734], [-15.4516, -13.6463, 14.3023], [-15.4930, -14.3762, 15.6611], [-14.4641, -15.3306, 15.8077], [-14.5013, -16.3822, 14.8301], [-16.4441, -12.6012, 14.3673], [-14.2010, -12.5901, 13.0196], [-13.4250, -13.5938, 14.2866], [-14.0611, -12.0151, 14.7345], [-15.5549, -14.3478, 13.4744], [-16.4819, -14.7912, 15.8561], [-15.3559, -13.6094, 16.4236], [-15.5297, -16.5372, 14.5038], [-14.1409, -17.3162, 15.2612], [-13.9362, -16.1249, 13.9343], [-17.2893, -13.0195, 14.7288], [-16.2026, -11.9545, 15.1045], [-12.5556, -18.3464, 18.8051], [-12.9426, -16.8754, 18.6452], [-12.0483, -16.0529, 17.7062], [-10.6840, -16.2613, 18.0321], [-10.2270, -15.5217, 19.1574], [-14.3584, -16.8759, 18.2983], [-11.5439, -18.5838, 19.1342], [-12.5777, -18.8844, 17.8574], [-13.2162, -18.8990, 19.4731], [-12.8491, -16.4033, 19.6233], [-12.2688, -15.0084, 17.4862], [-12.1495, -16.5440, 16.7384], [-9.1789, -15.8177, 19.2024], [-10.7296, -15.8954, 20.0495], [-10.2639, -14.4556, 18.9335], [-14.4644, -16.1762, 17.5776], [-14.8375, -16.4006, 19.0497], [-9.0867, -10.8666, 20.8210], [-9.5110, -12.1799, 20.2814], [-9.7874, -10.0603, 20.6043], [-8.9387, -10.9250, 21.8993], [-8.1525, -10.6669, 20.2959], [-8.9523, -12.8928, 20.5997], [-9.5817, -14.8781, 15.1664], [-10.3563, -13.6912, 15.2562], [-9.9957, -15.6448, 14.5116], [-8.7102, -14.3933, 14.7265], [-9.2903, -15.3193, 16.1196], [-10.4197, -13.2548, 14.4035], [-11.0420, -17.9053, 13.5937], [-9.6243, -18.1384, 13.5344], [-11.3328, -17.0101, 13.0440], [-11.6525, -18.7408, 13.2514], [-11.2618, -17.8050, 14.6566], [-9.3754, -17.9549, 12.6256], [-16.9544, -18.4659, 16.8373], [-16.3757, -18.7931, 18.0404], [-17.8648, -18.9991, 16.5634], [-17.2447, -17.4175, 16.9058], [-16.2616, -18.4785, 15.9960], [-15.6647, -18.1727, 18.2172], [-6.9056, -14.9541, 21.4083], [-7.6174, -13.7422, 21.4262], [-5.8617, -14.6404, 21.4110], [-6.9983, -15.5522, 22.3149], [-7.2595, -15.5812, 20.5901], [-7.6016, -13.4403, 22.3374]], "forces_ev_per_a": [[0.073, 0.020, -0.297], [0.942, 0.257, -1.256], [0.352, -0.096, 0.208], [-0.897, 0.070, 0.898], [-0.493, 0.301, -0.048], [0.254, -0.167, 0.141], [-0.086, -0.589, -0.182], [-0.268, 0.132, 0.006], [-0.076, 0.130, 0.560], [-0.270, -0.282, 0.164], [0.340, 0.382, -0.005], [0.106, -0.194, -0.060], [0.953, -1.153, 0.548], [-0.516, 0.852, 0.612], [0.794, 0.376, 0.885], [-1.279, -0.209, -1.296], [-0.211, 0.074, 0.139], [-0.146, 0.127, -0.211], [0.511, 0.175, 0.002], [0.209, -0.215, -0.180], [-0.266, -0.588, -0.240], [0.233, 0.136, -0.282], [-0.135, -0.124, 0.196], [-0.129, 0.583, -0.015], [-0.372, -1.013, -0.102], [1.062, 0.251, -0.602], [0.777, -1.221, -0.623], [0.199, 0.394, 1.395], [-0.386, -0.350, -0.909], [-0.974, 0.571, 0.869], [-0.299, 0.110, -0.053], [-0.064, 0.176, 0.419], [0.307, 0.252, -0.066], [0.760, -0.025, 0.190], [-0.420, 0.119, 0.295], [-0.164, 0.292, -0.296], [-0.043, 0.173, -0.029], [0.159, 0.122, -0.591], [-0.357, 0.022, 0.040], [0.457, -0.252, -0.210], [-0.491, 0.305, 0.015], [1.109, 1.128, -0.537], [-0.539, 1.001, -0.539], [-1.270, -0.899, 1.011], [0.058, 0.081, -0.445], [-1.219, 0.245, 0.663], [-0.289, 0.540, -0.572], [0.146, 0.083, 0.189], [0.203, -0.171, -0.186], [0.178, -0.156, 0.368], [-0.292, -0.317, -0.651], [0.266, -0.151, 0.146], [0.218, -0.145, 0.857], [0.219, 0.292, 0.667], [0.635, -0.689, -0.240], [0.098, -0.072, -0.261], [0.257, 0.304, 0.159], [-0.262, -0.276, 0.279], [-1.037, 0.103, 0.734], [-0.981, -0.473, 0.498], [0.484, 0.674, -1.293], [0.087, 0.094, 0.267], [-0.602, -0.839, 0.961], [0.659, -0.678, -0.675], [0.758, -0.309, -0.042], [0.419, 0.395, -0.074], [-0.019, -0.114, 0.191], [-0.562, -0.279, 1.110], [0.429, 0.157, 0.332], [-0.400, -0.151, -0.442], [-0.012, 0.031, 0.029], [0.426, 0.871, -0.241], [-0.353, -0.014, -0.457], [0.402, 0.278, -0.418], [0.321, 0.157, -0.475], [1.683, -1.270, -0.236], [-0.340, 0.870, 1.504], [0.740, 0.309, -0.801], [0.154, -0.591, -0.158], [-0.533, 0.440, 0.149], [-1.948, -0.347, -0.379], [0.301, 0.327, 0.161], [0.763, 0.323, -0.263], [-0.242, 0.006, -0.029], [-0.601, 0.118, -0.056], [-0.251, -0.429, -0.218], [0.343, -0.014, 0.170], [-0.173, -0.166, 0.047], [0.149, 0.198, 0.159], [0.290, 0.074, 0.057], [-0.728, 0.065, -0.261], [0.415, 0.262, -0.020], [0.938, -0.541, -0.487], [0.061, -0.195, 1.084], [0.253, -1.869, -0.853], [-0.140, 0.430, -0.011], [0.504, -0.893, -0.939], [0.095, 0.670, -0.947], [0.240, 0.575, 0.275], [-0.350, 0.184, -0.347], [-0.298, 0.391, 0.047], [0.072, 0.044, 0.443], [-0.288, 0.223, 0.704], [-0.004, 0.008, -0.384], [0.151, 0.194, 0.368], [-0.066, 0.619, 0.283], [-0.337, 0.167, 0.527], [-0.163, -0.139, -0.805], [-0.261, -0.504, 0.436], [0.497, -2.042, -0.835], [-1.180, 1.949, 0.099], [-0.304, -0.511, -0.193], [0.065, 0.063, 0.032], [0.168, 0.480, 0.366], [0.503, 0.207, 0.317], [1.261, 1.229, -1.174], [-1.758, 0.074, 1.323], [-0.092, 0.047, 0.059], [0.974, -1.417, -0.256], [-0.565, 0.387, 0.147], [0.156, -0.271, -0.052], [0.267, -0.212, 0.668], [-0.752, 0.128, -0.386], [0.005, 0.120, 0.105], [0.241, -0.219, -0.285], [-0.186, 0.293, -0.048], [0.330, -0.140, -0.025], [-0.344, 1.852, -1.028], [-0.620, -1.953, 0.831], [0.239, -0.509, 0.468], [-0.397, 0.400, -0.256], [0.193, -0.478, -0.187], [0.993, 0.583, -0.014], [0.827, -0.211, 0.416], [-0.799, 0.111, 0.490], [0.341, -0.758, -0.775], [-0.489, 0.050, 0.229], [0.464, 0.279, -0.207], [-0.148, 0.304, 0.005]]}